(1)
ORCA calculation (ωB97M-V/def2-TZVPD) on a single C2H4ClIN2 molecule.

Each line ends with the Mulliken charge.
Element x y z (Å)
Cl  -0.675377  -1.080190  -2.012360  -0.209
C  0.293938  -0.198244  -0.863052  0.098
N  -0.421869  0.987510  -0.493713  -0.323
N  -0.265638  0.833210  0.892060  -0.410
C  0.125530  -0.589473  0.687700  -0.403
I  1.760586  -1.361053  1.766072  0.077
H  1.343429  -0.242295  -1.222281  0.297
H  -0.204320  1.999867  -0.768387  0.248
H  -1.258558  0.990421  1.291894  0.269
H  -0.697721  -1.339752  0.722066  0.358

Atomic forces in eV per Å
-0.2 -1.0 -0.7
0.7 0.0 1.4
0.2 3.3 -1.9
-1.7 -0.4 2.4
-1.3 -0.1 -1.6
0.0 0.2 0.0
-0.6 0.6 0.2
0.3 -2.3 -0.1
2.1 -0.9 -0.2
0.6 0.6 0.4

The gap between HOMO and LUMO comes out at 9.09 eV. The value obtained for the highest occupied orbital energy is -8.7 eV. The SMILES is Cl[C@H]1NN[C@@H]1I. Its max |F| is 3.78 eV Å⁻¹. As for the net charge: 0.

(2)
ORCA calculation (ωB97M-V/def2-TZVPD) on 2 unconnected molecules or ions with the total composition C2H4ClN.

Each line ends with the Mulliken charge.
Element x y z (Å)
C  0.648453  0.687280  0.298401  -0.070
N  -0.460875  0.760530  -0.288211  -0.316
C  0.359524  -0.534672  -0.423988  -0.272
H  1.338179  1.317171  0.861180  0.284
H  0.765623  -0.817467  -1.403228  0.202
H  -0.132684  -1.427061  0.059734  0.184
Cl  -3.808571  -0.119851  -0.176990  -0.253
H  -3.760497  0.951181  -0.876694  0.240

Atomic forces in eV per Å
-0.3 0.0 -0.5
1.0 0.0 0.2
-1.1 -1.5 0.2
-0.4 -0.2 0.0
0.0 0.6 0.3
0.8 1.1 -0.2
-0.1 0.0 0.0
0.1 0.0 0.0

The gap between HOMO and LUMO comes out at 11.52 eV. The value obtained for the highest occupied orbital energy is -10.3 eV. The SMILES is C1=NC1.Cl. Its max |F| is 1.88 eV Å⁻¹. As for the net charge: 0.

(3)
ORCA calculation (ωB97M-V/def2-TZVPD) on a single C2H4ClN molecule.

Each line ends with the Mulliken charge.
Element x y z (Å)
C  -0.251781  -0.554493  -0.116557  -0.696
N  0.838073  0.207944  -0.795544  -0.237
C  1.500098  1.129819  -0.490931  0.018
Cl  3.060416  1.544608  -1.741406  -0.330
H  0.252618  -1.493388  -0.135507  0.302
H  -1.082452  -0.591812  -0.673953  0.304
H  -0.640366  -0.168332  0.826925  0.290
H  1.561729  1.921172  0.167178  0.350

Atomic forces in eV per Å
3.4 1.4 1.1
-2.7 -2.4 -0.1
2.8 1.3 -2.3
-1.4 -0.3 1.2
-0.4 -1.1 0.9
-2.7 -0.2 -2.8
0.9 0.0 0.4
0.1 1.4 1.6

The gap between HOMO and LUMO comes out at 10.58 eV. The value obtained for the highest occupied orbital energy is -10.0 eV. The SMILES is C/N=C/Cl. Its max |F| is 3.92 eV Å⁻¹. As for the net charge: 0.

(4)
ORCA calculation (ωB97M-V/def2-TZVPD) on a gas-phase ion, C2H4ClN2 (charge +1).

Each line ends with the Mulliken charge.
Element x y z (Å)
C  -1.433078  0.414242  0.430255  0.342
C  0.949227  0.599677  -0.088484  -0.630
N  -0.297728  -0.166412  0.000438  0.595
N  -0.411746  -1.453060  -0.042991  -0.663
Cl  -2.864974  0.258290  -0.204531  0.138
H  1.742032  0.141719  0.473572  0.308
H  1.171622  0.496631  -1.164432  0.348
H  0.909580  1.737682  0.242553  0.292
H  0.235069  -2.028770  0.353619  0.270

Atomic forces in eV per Å
0.9 0.5 -0.1
0.5 2.1 -0.5
0.5 -0.9 1.3
-4.1 2.5 -1.5
-1.1 -0.2 -0.4
0.2 -0.5 0.4
0.3 0.4 0.4
-0.6 -2.5 -0.8
3.5 -1.4 1.1

The gap between HOMO and LUMO (alpha / beta) comes out at 8.15 / 8.65 eV. The value obtained for the highest occupied orbital energy (alpha / beta) is -15.4 / -15.6 eV. Its max |F| is 4.98 eV Å⁻¹. As for the net charge: +1.

(5)
ORCA calculation (ωB97M-V/def2-TZVPD) on 2 unconnected molecules or ions with the total composition C2H4ClN7S.

Each line ends with the Mulliken charge.
Element x y z (Å)
C  1.323652  -0.327077  -2.722420  0.073
C  -0.012597  -1.176820  -1.174296  0.285
N  1.431880  -1.609136  -2.835098  -0.689
N  0.097833  1.246512  -1.360780  -0.948
N  -0.797308  1.484829  -0.585733  0.906
N  0.618785  -2.131750  -1.895568  0.234
N  0.451642  0.002443  -1.728961  0.608
N  -1.544333  2.044855  0.038076  -0.654
N  -0.922744  1.821782  2.896105  -0.445
S  -1.096951  -1.284835  0.051127  -0.483
Cl  0.776320  1.590054  2.568086  -0.096
H  1.845008  0.380908  -3.327982  0.473
H  0.522000  -3.128610  -1.789666  0.200
H  -1.424289  1.196598  2.266925  0.245
H  -1.077045  1.504464  3.851076  0.290

Atomic forces in eV per Å
0.1 -0.2 -0.2
-0.1 0.1 0.0
0.6 0.1 -0.6
2.4 1.2 -1.9
-1.9 0.5 1.3
-0.2 0.7 0.3
-0.7 -2.0 0.7
0.0 -0.2 -0.1
0.0 0.1 0.1
-0.4 -0.5 0.5
-0.4 -0.1 0.1
0.1 0.3 -0.1
0.0 0.1 0.1
0.2 0.0 0.1
0.2 -0.1 -0.2

The gap between HOMO and LUMO comes out at 8.67 eV. The value obtained for the highest occupied orbital energy is -8.5 eV. Its max |F| is 3.31 eV Å⁻¹. As for the net charge: 0.

(6)
ORCA calculation (ωB97M-V/def2-TZVPD) on a single C2H4ClNS molecule.

Each line ends with the Mulliken charge.
Element x y z (Å)
C  -0.270675  -0.567762  -0.201364  -0.786
N  0.459205  0.317225  0.645579  -0.210
Cl  2.403564  -0.140114  0.728981  -0.134
C  0.403913  1.667078  0.691178  0.057
S  -0.888220  2.342116  -0.027436  -0.313
H  -0.125679  -0.080743  -1.182604  0.392
H  0.169368  -1.481272  -0.232501  0.317
H  -1.228420  -0.757792  0.039191  0.334
H  1.122665  2.331052  1.098423  0.343

Atomic forces in eV per Å
2.7 3.1 -2.6
4.1 0.3 2.6
-2.7 0.3 -0.1
-2.0 -0.8 -1.7
-0.6 0.5 0.0
-0.9 -0.7 -0.2
1.8 -2.6 0.1
-3.4 0.2 1.1
1.1 -0.4 0.8

The gap between HOMO and LUMO comes out at 7.57 eV. The value obtained for the highest occupied orbital energy is -9.0 eV. The SMILES is CN(Cl)C=S. Its max |F| is 4.88 eV Å⁻¹. As for the net charge: 0.

(7)
ORCA calculation (ωB97M-V/def2-TZVPD) on 2 unconnected molecules or ions with the total composition C2H4ClO4S.

Each line ends with the Mulliken charge.
Element x y z (Å)
C  -1.726242  0.015733  0.181742  -1.273
C  1.043445  0.861575  -0.646139  0.257
O  0.751259  -0.757303  1.494672  -0.597
O  0.521613  -1.881763  -0.573365  -0.560
O  2.737719  -0.820922  0.036632  -0.587
O  0.993618  1.196930  -1.769586  -0.399
S  1.244351  -0.857681  0.143296  1.024
Cl  1.439837  2.087359  0.531230  -0.201
H  -1.904818  -0.520461  -0.701929  0.354
H  -1.037518  -0.475706  0.832351  0.252
H  -2.746108  0.269460  0.547060  0.335
H  -1.317154  0.882775  -0.075968  0.395

Atomic forces in eV per Å
-3.2 -1.7 1.3
-1.2 -1.0 6.5
0.4 0.8 0.5
0.4 0.6 -1.1
-1.7 -0.8 0.0
0.0 0.9 -6.7
3.3 -0.9 0.3
0.3 0.2 0.5
0.1 -1.0 -1.2
-0.6 -0.4 0.6
0.6 -0.4 0.5
1.8 3.8 -1.1

The gap between HOMO and LUMO (alpha / beta) comes out at 5.67 / 6.54 eV. As for the expectation value of S²: 2.010. The value obtained for the highest occupied orbital energy (alpha / beta) is -2.1 / -6.1 eV. The spin multiplicity is 3. Its max |F| is 6.74 eV Å⁻¹. As for the net charge: -1.

(8)
ORCA calculation (ωB97M-V/def2-TZVPD) on a molecular structure, C2H4ClOP.

Each line ends with the Mulliken charge.
Element x y z (Å)
C  -0.218746  1.636069  -0.589335  -0.527
C  0.296302  0.363164  -0.233004  -0.016
O  0.999293  -1.691867  0.748147  -0.400
P  0.074068  -0.462349  1.275115  0.268
Cl  -2.055677  -1.579355  -0.073028  -0.484
H  -0.298765  2.045715  -1.569012  0.241
H  -0.642583  2.379305  0.038921  0.240
H  0.747804  -0.211975  -0.969367  0.332
H  1.098303  -2.478707  1.371563  0.346

Atomic forces in eV per Å
1.4 -3.3 1.2
-2.1 5.8 -0.9
0.4 -1.4 1.9
-1.5 -1.9 -1.3
1.4 0.8 1.3
0.7 -0.5 -1.1
-0.4 -0.1 1.4
0.6 -1.0 -1.4
-0.4 1.6 -1.1

The gap between HOMO and LUMO (alpha / beta) comes out at 7.71 / 7.71 eV. The value obtained for the highest occupied orbital energy (alpha / beta) is -9.2 / -9.2 eV. Its max |F| is 6.21 eV Å⁻¹. As for the net charge: 0.

(9)
ORCA calculation (ωB97M-V/def2-TZVPD) on a single C2H4ClOP molecule.

Each line ends with the Mulliken charge.
Element x y z (Å)
C  0.587079  0.685249  -1.229315  -0.712
O  -0.009847  0.932451  0.038652  -0.279
C  -0.307959  -0.186467  0.774149  -0.001
P  -1.145309  -0.053572  2.314653  0.047
Cl  -1.278865  -2.019563  2.595813  -0.234
H  1.323032  -0.113289  -1.308882  0.313
H  1.038918  1.590887  -1.690179  0.269
H  -0.148780  0.388925  -1.966858  0.332
H  -0.058270  -1.224621  0.471966  0.264

Atomic forces in eV per Å
0.1 0.4 -1.6
0.5 -1.4 0.2
-1.1 1.0 1.8
1.3 1.2 -2.5
-0.2 -1.7 0.6
0.3 0.0 0.9
-0.3 -0.3 1.0
-0.7 -0.1 0.0
0.1 0.9 -0.5

The gap between HOMO and LUMO comes out at 8.57 eV. The value obtained for the highest occupied orbital energy is -8.3 eV. The SMILES is CO/C=P/Cl. Its max |F| is 3.08 eV Å⁻¹. As for the net charge: 0.

(10)
ORCA calculation (ωB97M-V/def2-TZVPD) on 2 unconnected molecules or ions with the total composition C2H4ClOP.

Each line ends with the Mulliken charge.
Element x y z (Å)
O  -1.070604  1.279208  -1.076392  -0.303
C  -1.819539  0.672804  -0.430643  0.174
Cl  -1.844445  0.848757  1.400851  -0.181
H  -2.751216  0.086585  -0.648610  0.312
C  1.166173  -0.557011  -0.235797  -0.493
P  2.413958  0.155827  0.508504  -0.105
H  0.484239  -1.292997  0.222842  0.254
H  0.805575  -0.319265  -1.200257  0.333
H  2.615855  -0.873905  1.459500  0.009

Atomic forces in eV per Å
0.5 0.0 -0.9
-1.9 0.2 1.9
0.2 -0.2 -0.6
1.0 0.2 -0.4
-1.7 -1.5 0.3
1.6 0.3 0.0
0.9 -0.1 -0.1
-0.2 0.9 -0.8
-0.3 0.3 0.6

The gap between HOMO and LUMO comes out at 9.70 eV. The value obtained for the highest occupied orbital energy is -9.4 eV. The SMILES is O=CCl.C=P. Its max |F| is 2.73 eV Å⁻¹. As for the net charge: 0.